# 1
Here is a molecular structure, C41H32CaN3O2PS at a distorted geometry from OMol25. Energies are from ωB97M-V with the def2-TZVPD basis set.

Each line ends with the Löwdin charge.
Positions of all 81 atoms, in Å:
Ca: -0.392806 0.041657 0.305497  1.06
S: 2.879307 1.144696 3.947775  1.05
C: 3.715984 -0.058325 3.017102  -0.48
C: 4.935778 -0.665830 3.271313  -0.12
C: 5.372909 -1.650091 2.398093  -0.11
C: 4.589778 -2.028533 1.306808  -0.08
C: 3.377142 -1.418532 1.048889  -0.02
C: 2.938029 -0.398941 1.894234  -0.31
N: 1.767445 0.307702 1.768840  0.04
C: 1.540215 1.109742 2.753726  -0.49
C: 0.333304 1.899392 2.944985  -0.29
C: 0.214913 2.729754 4.070353  -0.10
C: -0.923491 3.488100 4.249991  -0.13
C: -1.943044 3.409067 3.303547  -0.12
C: -1.815080 2.559523 2.214048  -0.14
C: -0.684278 1.761366 1.969562  -0.15
H: 5.520975 -0.387621 4.139598  0.09
H: 6.321653 -2.141769 2.577785  0.09
H: 4.927691 -2.821380 0.650801  0.10
H: 2.751818 -1.730367 0.221163  0.09
H: 1.012303 2.769130 4.807671  0.06
H: -1.028344 4.128589 5.118917  0.08
H: -2.835167 4.016628 3.429671  0.08
H: -2.639473 2.522138 1.502295  0.07
O: -2.808667 2.481019 -2.218465  0.00
C: -2.324397 1.640418 -1.450319  -0.62
O: -1.112421 1.388178 -1.218901  -0.21
C: -3.337137 0.775191 -0.673353  -0.19
C: -4.703394 1.005578 -0.801883  -0.02
C: -5.583527 0.214116 -0.087630  -0.08
C: -5.073030 -0.786875 0.733141  -0.08
C: -3.699794 -0.949485 0.800908  -0.12
N: -2.854569 -0.187022 0.112467  0.05
H: -5.027326 1.799596 -1.459452  0.11
H: -6.654252 0.365382 -0.164332  0.09
H: -5.735461 -1.422499 1.306256  0.09
H: -3.240963 -1.712549 1.422424  0.09
C: 3.528583 -0.486607 -4.959059  -0.05
C: 4.278991 0.018485 -3.758774  -0.26
C: 5.631112 0.319744 -3.908020  -0.07
C: 6.405277 0.776008 -2.851568  -0.11
C: 5.822451 0.941342 -1.607513  -0.10
C: 4.477042 0.649223 -1.443945  -0.11
C: 3.681091 0.186311 -2.494165  -0.30
P: 1.902866 -0.142471 -2.031008  1.11
C: 1.096071 0.872407 -3.352064  -0.33
C: 0.406106 0.301327 -4.416803  -0.12
C: -0.287192 1.082455 -5.327931  -0.10
C: -0.301050 2.458467 -5.183760  -0.10
C: 0.377628 3.039765 -4.125006  -0.06
C: 1.064640 2.271645 -3.193651  -0.28
C: 1.710017 2.956183 -2.020224  -0.06
C: 1.706562 -1.903423 -2.390631  -0.37
C: 2.831662 -2.732896 -2.443836  -0.17
C: 2.747621 -4.108767 -2.333640  -0.16
C: 1.483277 -4.681128 -2.081287  -0.15
C: 0.363661 -3.908507 -1.990067  -0.08
C: 0.385941 -2.475841 -2.165433  -0.37
C: -0.772990 -1.733401 -2.111655  -0.10
H: 4.221493 -0.883550 -5.703728  0.07
H: 2.953915 0.320360 -5.415434  0.08
H: 2.830445 -1.268789 -4.667255  0.06
H: 6.088620 0.183085 -4.882743  0.10
H: 7.457634 0.989884 -3.000747  0.09
H: 6.410559 1.290192 -0.766638  0.09
H: 4.021073 0.777869 -0.469389  0.09
H: 0.398624 -0.777781 -4.521286  0.10
H: -0.829157 0.614648 -6.142131  0.09
H: -0.870061 3.076878 -5.867782  0.09
H: 0.335582 4.115152 -3.989928  0.10
H: 1.542704 4.032813 -2.065431  0.07
H: 2.785196 2.775203 -1.995954  0.06
H: 1.277956 2.578232 -1.090321  0.07
H: 3.815165 -2.288560 -2.559165  0.09
H: 3.636345 -4.726543 -2.391161  0.06
H: 1.409237 -5.755380 -1.938686  0.08
H: -0.589479 -4.365189 -1.744113  0.09
H: -1.727838 -2.227786 -1.972111  0.03
H: -0.806453 -0.684424 -2.366982  0.00
N: -0.458287 -2.695108 2.455228  -0.14
C: -0.413767 -1.873782 1.631680  -0.45

Forces on the atoms, in the same order (eV/Å):
1.0 -0.4 -0.6
-0.3 0.0 -0.3
-0.2 0.1 -0.1
0.1 -0.1 0.0
0.0 0.1 0.1
0.0 -0.1 -0.1
-0.2 0.1 0.0
0.5 -0.1 0.3
-0.5 0.1 -0.1
0.9 -0.3 0.3
-0.7 0.4 -0.1
0.2 -0.2 -0.1
-0.1 0.1 0.1
0.0 0.0 0.0
0.0 0.1 -0.1
0.1 0.5 0.8
0.0 0.0 0.0
0.0 0.0 0.0
0.0 0.0 0.0
0.0 0.0 0.0
0.0 0.1 0.0
0.0 0.0 0.0
0.0 0.0 0.0
0.0 0.0 0.0
0.1 -0.1 0.2
-0.3 0.3 -0.3
-0.5 0.8 -0.7
-0.1 0.0 -0.1
-0.1 0.0 0.0
0.1 -0.1 0.1
-0.1 0.1 -0.1
0.0 -0.1 0.1
-0.1 0.2 0.0
0.0 0.0 0.0
0.0 0.0 0.0
0.1 0.0 0.0
0.0 0.0 0.0
0.0 0.0 0.1
0.0 0.0 0.0
0.0 0.0 0.0
0.0 0.0 0.0
0.1 0.0 0.0
-0.1 0.0 0.0
0.0 0.1 0.3
0.1 0.1 -0.6
0.0 0.1 0.0
0.1 -0.1 0.1
0.0 0.0 -0.1
0.0 0.0 0.0
0.0 0.0 0.0
0.0 -0.1 0.0
0.0 -0.1 0.0
0.0 0.0 0.2
-0.1 -0.1 -0.1
0.2 -0.1 0.0
0.0 0.1 0.0
0.0 -0.1 0.0
0.1 0.1 -0.2
0.0 0.1 0.1
0.0 0.0 0.0
-0.1 0.0 0.0
-0.1 0.0 -0.1
0.0 0.0 0.0
0.0 0.0 0.0
0.0 0.0 0.0
0.0 0.0 0.0
0.0 0.0 0.1
0.0 0.0 0.0
0.0 0.0 0.0
0.0 0.0 0.0
0.0 0.0 0.0
0.1 0.0 0.1
0.0 0.0 0.0
0.0 0.0 0.0
0.0 0.0 0.0
-0.1 0.0 0.0
0.0 0.0 0.0
0.0 0.0 0.1
0.0 0.0 -0.1
0.0 0.0 0.0
-0.1 -1.4 1.0

Electronic energy   -3313.6256 Eh
Total charge   -2
E_HOMO   -0.47 eV
Relative energy (zero: lowest compared OMol25 entry of this formula, charge and spin)   58.4 kJ/mol
Kohn-Sham gap   0.1682 hartree


# 2
Here is 5 unconnected molecules or ions with the total composition C9H28O5 at a distorted geometry from OMol25. Energies are from ωB97M-V with the def2-TZVPD basis set.

Each line ends with the Löwdin charge.
Positions of all 42 atoms, in Å:
C: 11.003112 -1.019113 11.596785  -0.05
C: 10.161187 -1.444995 12.825441  -0.54
C: 9.027208 -0.443399 13.165206  -0.05
O: 9.563712 -2.661907 12.728686  -0.03
H: 11.892936 -1.633739 11.460516  0.07
H: 11.423653 -0.034114 11.799337  0.07
H: 10.394923 -1.063034 10.693314  0.08
H: 10.889099 -1.503618 13.634635  0.12
H: 8.503332 -0.665439 14.094918  0.07
H: 8.260388 -0.442151 12.390557  0.08
H: 9.485214 0.539367 13.276921  0.07
H: 10.164171 -3.337511 12.405223  0.10
C: 2.257446 0.238276 6.337257  -0.05
C: 0.852954 0.584282 6.854007  -0.51
C: -0.032163 -0.638143 7.146741  -0.06
O: 1.070758 1.282471 8.051077  -0.06
H: 2.194422 -0.241779 5.360693  0.07
H: 2.858055 -0.405649 6.979697  0.08
H: 2.794229 1.171168 6.164945  0.07
H: 0.205404 1.188411 6.218536  0.13
H: 0.430756 -1.236902 7.931145  0.08
H: 0.006144 -1.281489 6.267685  0.08
H: -1.002728 -0.264763 7.473360  0.08
H: 0.241212 1.327804 8.532112  0.08
C: 4.131715 2.764989 16.906979  -0.17
O: 3.864764 2.079041 18.117765  -0.12
H: 4.866005 3.559029 17.042620  0.07
H: 4.489943 2.050596 16.165754  0.07
H: 3.219473 3.144070 16.446299  0.07
H: 3.007778 2.373212 18.435008  0.07
C: 4.718615 3.544509 11.075060  -0.17
O: 4.807179 3.458552 9.679017  -0.13
H: 5.707397 3.215434 11.394607  0.08
H: 4.540472 4.575007 11.382373  0.07
H: 3.951973 2.831239 11.377709  0.08
H: 3.932918 3.237262 9.349948  0.07
C: 7.899428 5.342108 5.416103  -0.16
O: 8.276849 4.408940 6.429680  -0.13
H: 7.066512 4.954234 4.829657  0.07
H: 7.687692 6.312772 5.864524  0.07
H: 8.718281 5.537777 4.723798  0.07
H: 7.626224 4.433778 7.135136  0.07

Forces on the atoms, in the same order (eV/Å):
-0.4 -0.1 0.5
0.8 1.9 0.2
0.9 -0.1 -0.1
-1.2 -2.2 -0.6
-0.2 -0.4 0.0
-0.3 0.2 -0.3
0.1 0.3 -0.1
0.0 0.4 0.6
0.3 -0.3 0.1
0.2 0.1 -0.2
-0.2 0.2 -0.1
0.2 0.0 0.0
-0.7 0.6 -1.0
-0.1 -1.4 0.6
1.4 0.0 -0.1
0.2 0.7 0.9
-0.1 -0.1 -0.1
-0.4 0.1 0.3
0.1 0.0 0.2
0.7 0.4 -0.8
-0.1 0.1 0.3
-0.8 0.1 -0.1
-0.2 -0.5 -0.3
-0.1 0.1 0.1
-0.2 -0.4 -0.5
-0.1 0.1 0.1
-0.1 0.1 0.0
0.4 -0.1 0.1
-0.1 0.4 0.2
0.1 0.0 0.1
0.5 -0.5 -0.3
-0.2 0.1 -1.3
-0.2 0.1 0.7
-0.2 -0.1 0.3
0.0 0.3 0.8
0.1 0.1 -0.3
0.1 0.0 0.4
0.4 0.1 -0.5
-0.2 0.2 0.0
-0.4 0.1 -0.1
0.2 -0.5 0.2
-0.1 0.0 0.0

Electronic energy   -735.8009 Eh
E_HOMO   -9.92 eV
SMILES   CC(C)O.CC(C)O.CO.CO.CO
Relative energy (zero: lowest compared OMol25 entry of this formula, charge and spin)   232.0 kJ/mol
Kohn-Sham gap   0.3861 hartree


# 3
Here is 11 unconnected molecules or ions with the total composition C23H68NO23S at a distorted geometry from OMol25. Energies are from ωB97M-V with the def2-TZVPD basis set.

Each line ends with the Löwdin charge.
Positions of all 116 atoms, in Å:
C: -1.463956 0.365548 -0.377193  0.01
N: -0.069375 0.455884 -0.395234  -0.37
C: 0.405125 0.285496 1.006171  0.03
C: 0.490646 -0.598565 -1.207065  0.01
C: 0.448443 1.764790 -0.877110  -0.07
C: 1.947438 2.168160 -0.566682  -0.21
O: 2.398404 3.092099 -1.474418  -0.03
H: -1.993078 -0.505865 -0.016351  0.13
H: -1.552281 0.510905 -1.359036  0.07
H: -1.715083 1.107230 0.334698  0.10
H: -0.069216 -0.512178 1.428912  0.06
H: -0.161643 1.100647 1.597537  0.14
H: 1.448812 0.329367 1.254053  0.11
H: 0.185234 -0.321030 -2.218933  0.11
H: 0.035153 -1.500647 -0.895173  0.09
H: 1.554091 -0.990092 -1.125088  0.13
H: -0.162057 2.571578 -0.242506  0.15
H: 0.351426 2.103107 -1.898092  0.11
H: 2.562382 1.247786 -0.772119  0.16
H: 1.934380 2.954515 0.042775  0.08
H: 2.832785 2.591472 -2.132416  0.04
S: -0.308047 -4.178241 1.399166  0.35
O: -1.235705 -3.925026 2.559882  -0.34
O: 0.920965 -3.362421 1.604607  -0.39
O: 0.158488 -5.583489 1.363682  -0.36
O: -0.938737 -3.747549 0.176690  -0.36
C: -0.623050 3.281634 -4.817871  -0.19
C: -1.606830 2.108956 -4.675841  -0.30
O: -0.926469 1.007241 -4.875862  -0.04
O: -1.297837 4.577633 -4.569314  -0.15
H: 0.059854 3.232968 -5.686135  0.13
H: 0.049863 3.331560 -4.013171  0.07
H: -2.533883 2.075407 -5.200307  0.12
H: -1.875232 2.194948 -3.552586  0.14
H: -1.485618 0.226552 -4.951451  0.13
H: -0.925553 5.259221 -5.341332  0.20
C: -2.909997 -1.299392 2.753068  -0.23
C: -4.002642 -0.330370 2.250744  -0.21
O: -3.416189 0.925877 2.500195  -0.09
O: -3.318938 -2.629603 2.442708  -0.11
H: -2.540938 -1.230102 3.628809  0.05
H: -1.994173 -1.118749 2.287135  0.08
H: -4.854614 -0.499832 2.800628  0.08
H: -4.343143 -0.389820 1.180802  0.12
H: -3.679377 1.566320 1.815394  0.09
H: -2.448207 -3.154124 2.514086  -0.01
C: 3.433838 -1.879692 2.845020  -0.24
C: 3.804447 -2.509584 1.496703  -0.25
O: 2.924874 -2.086218 0.475218  -0.15
O: 2.316019 -2.412678 3.511872  -0.05
H: 3.422012 -0.842215 2.801630  0.08
H: 4.242819 -2.200044 3.454146  0.10
H: 3.836843 -3.683863 1.712660  0.17
H: 4.766597 -2.134476 1.101782  0.11
H: 2.096089 -2.610329 0.782118  0.05
H: 1.845933 -2.916392 2.923990  -0.03
C: 3.332666 0.393856 -4.143724  -0.26
C: 2.693063 1.197363 -5.259992  -0.27
O: 1.853152 0.330334 -5.936407  -0.06
O: 4.227385 1.255125 -3.635479  -0.06
H: 3.829004 -0.340592 -4.578171  0.08
H: 2.498659 0.069527 -3.411954  0.15
H: 3.206441 1.479129 -6.184090  0.14
H: 2.201966 2.074732 -4.978177  0.09
H: 1.087806 0.419033 -5.365117  0.05
H: 5.164331 0.921064 -3.604095  0.14
C: 0.806481 0.139417 6.434925  -0.17
C: -0.238286 0.068757 5.375322  -0.22
O: 0.505554 -0.333302 4.209895  -0.13
O: 0.254879 0.350498 7.824918  -0.08
H: 1.471480 1.102541 6.332774  0.13
H: 1.273250 -0.902796 6.438817  0.15
H: -0.819415 0.956498 5.278012  0.12
H: -0.691036 -0.912554 5.431172  0.13
H: 0.938204 -1.233939 4.343486  0.10
H: 0.874832 0.223182 8.458370  0.00
C: -4.967035 -2.277997 -1.869854  -0.27
C: -3.822378 -2.922781 -0.960101  -0.26
O: -2.653804 -2.854555 -1.688738  -0.07
O: -6.246463 -2.499866 -1.317887  -0.09
H: -4.872106 -2.783998 -3.005949  0.16
H: -4.812055 -1.331760 -2.312159  0.06
H: -4.103396 -4.077258 -0.679219  0.17
H: -3.867197 -2.463814 0.065352  0.09
H: -1.982198 -3.107417 -1.135704  -0.04
H: -6.144492 -2.265774 -0.378916  0.08
C: -1.521963 -5.907416 -3.657302  -0.26
C: -0.512528 -5.793185 -2.541145  -0.22
O: -0.237423 -4.414739 -2.315700  -0.11
O: -1.820839 -7.229120 -4.116545  -0.13
H: -1.437350 -5.377078 -4.412150  0.03
H: -2.416653 -5.622515 -3.150669  0.12
H: 0.506664 -6.143297 -3.046451  0.15
H: -0.767679 -6.388920 -1.833917  0.06
H: -0.462783 -4.174402 -1.341544  0.05
H: -0.857829 -7.773054 -4.276324  0.18
C: -0.448352 5.586164 -1.089158  -0.26
C: -0.537182 5.517285 0.419542  -0.25
O: 0.116259 6.629989 0.946411  0.01
O: -1.064034 4.491203 -1.714004  -0.16
H: 0.572130 5.577178 -1.424720  0.12
H: -1.072294 6.461482 -1.243552  0.12
H: -0.443697 4.577140 0.766720  0.07
H: -1.514974 5.708473 0.832230  0.12
H: 0.236427 6.624666 1.813951  0.01
H: -0.904886 4.598776 -2.856988  0.16
C: 2.538198 2.726706 3.377737  -0.24
C: 2.966300 3.275589 4.761440  -0.17
O: 4.336259 3.445275 4.445024  -0.03
O: 1.213956 2.382635 3.481350  0.00
H: 3.313478 1.980857 3.363371  0.13
H: 2.565058 3.236942 2.549532  0.06
H: 2.686697 2.517625 5.526992  0.12
H: 2.437680 4.076285 4.932421  0.06
H: 4.382529 3.932826 3.702741  0.02
H: 1.128450 1.519662 3.547797  -0.04

Forces on the atoms, in the same order (eV/Å):
-1.5 0.1 2.2
6.0 -0.6 2.2
-1.3 3.7 1.6
1.2 -1.9 -1.7
-0.9 4.0 2.8
-1.4 -3.9 -3.0
0.3 1.6 -3.1
0.9 -1.0 -0.1
-2.7 1.0 -3.9
-1.2 1.4 -0.1
-0.7 -3.0 0.7
1.3 -0.7 -0.9
0.5 -0.1 -0.7
0.3 -0.6 -0.2
-1.1 -1.1 0.1
-0.7 1.8 0.2
1.0 -1.8 -1.6
-0.9 -1.0 -0.7
-0.1 0.7 2.0
0.0 0.8 6.0
1.1 -0.3 -1.9
1.7 -2.9 3.5
1.2 -0.4 -0.8
0.4 1.2 -0.2
-1.2 1.1 -0.3
-1.3 1.0 -2.4
-0.8 1.1 -0.7
-1.1 3.5 3.7
2.8 -4.2 -0.9
1.7 1.9 -4.1
-1.0 0.2 -0.2
1.1 -1.2 1.3
-0.7 1.0 -0.9
-0.2 0.0 -1.3
0.1 0.1 0.1
-1.6 -2.6 3.2
-3.8 -2.3 -7.2
2.6 -0.4 -0.8
-0.2 2.0 -0.5
-0.1 0.8 0.5
1.0 1.0 7.3
1.6 0.7 -2.1
-2.2 -0.1 1.6
0.9 -0.5 0.7
0.0 -0.4 0.6
-0.6 -0.4 -0.3
1.0 -2.5 -0.1
0.0 -0.7 0.2
-1.5 -1.5 0.6
1.9 2.6 2.8
-0.3 2.2 -0.2
1.3 0.2 0.8
-0.1 2.2 -1.0
0.1 -0.4 0.9
0.2 0.7 -1.0
-2.8 -2.4 -2.8
-3.6 2.9 0.2
0.9 -1.5 -2.3
-2.7 -0.8 0.2
4.0 2.0 2.9
1.5 -4.1 -1.7
1.4 0.2 -0.9
2.0 0.5 1.1
-0.9 1.5 1.2
-1.2 -0.9 -0.5
-1.7 0.3 0.1
1.2 1.0 3.3
1.4 -3.0 -0.2
1.2 0.7 -1.3
-3.5 0.4 -4.6
-0.7 -2.4 -0.5
0.2 1.8 0.0
-0.6 0.3 -0.6
-2.0 0.6 1.5
-0.5 1.3 -0.5
3.2 -0.7 2.6
1.3 -4.0 -2.5
-2.9 -1.5 0.2
-2.4 1.8 -2.2
0.3 0.5 0.3
-0.6 0.2 3.0
0.4 2.1 0.9
0.4 2.5 -1.0
0.7 0.1 -0.8
2.9 -1.2 2.4
-0.3 -0.2 -0.4
-2.0 -5.1 7.0
5.0 3.8 -7.6
-0.9 -0.1 2.0
4.3 -2.9 -0.5
1.7 5.5 -6.9
-1.2 0.4 0.1
-1.6 -0.1 1.2
-1.4 -3.3 5.3
0.6 -0.7 -1.4
-4.0 2.4 0.7
-1.1 0.1 0.4
-2.2 2.4 -0.5
1.4 0.7 -5.8
0.2 -0.6 -4.5
0.7 0.9 0.1
0.7 0.8 -1.0
2.1 -3.4 1.6
-1.5 -0.3 -1.0
0.6 -0.4 5.8
-1.0 0.0 4.8
-0.5 -2.9 6.0
1.8 -4.0 -3.7
1.1 -1.8 6.0
-1.3 5.1 -0.9
-0.4 -1.5 -0.9
1.2 4.0 -4.1
1.1 0.4 -0.6
-2.3 4.9 1.4
0.3 2.7 -3.9
-1.0 -7.0 0.7

Electronic energy   -3099.9502 Eh
Total charge   -1
E_HOMO   -5.33 eV
Relative energy (zero: lowest compared OMol25 entry of this formula, charge and spin)   227.6 kJ/mol
Kohn-Sham gap   0.2413 hartree


Question: E_HOMO of number 3 (C23H68NO23S)?
Answer: -5.33 eV


Question: The highest E_HOMO belongs to which entry?
Answer: C41H32CaN3O2PS


Question: Number 3 is which compound?
Answer: C23H68NO23S


Question: Among the records above, which one has the highest relative energy (zero: lowest compared OMol25 entry of this formula, charge and spin)?
Answer: C9H28O5